52
Properties=species:S:1:pos:R:3:forces:R:3 method="wB97M-V/def2-TZVPD" lumo_ev="-7.3 / -7.4" s2=9.371 total_charge=+2 spin_multiplicity=6 max_force_ev_per_a=3.0
C 2.016 2.853 -0.198 -0.04 -0.21 0.33
H 2.207 3.864 0.243 -0.63 -0.75 -0.50
H 2.581 2.786 -1.129 -0.02 0.11 0.06
H 2.474 2.153 0.512 -0.13 -0.10 -0.20
C 0.509 2.541 -0.492 0.87 0.35 0.17
H 0.421 1.636 -1.152 0.36 0.53 0.16
H -0.001 2.315 0.462 -0.02 0.48 0.16
C -0.117 3.745 -1.193 -0.02 0.36 0.05
H -1.213 3.726 -1.203 0.17 0.00 -0.14
H 0.205 4.669 -0.665 -0.32 -0.59 -0.41
H 0.261 3.791 -2.230 -0.24 0.09 0.44
C -1.088 -2.030 -0.941 1.03 -0.27 -0.90
C -1.500 -1.042 -1.903 1.85 -0.41 -0.80
C -0.292 -0.341 -2.324 -0.46 -1.26 -0.08
C 0.821 -0.857 -1.578 -0.99 -0.59 -0.84
C 0.343 -1.900 -0.738 -0.90 -0.17 -0.57
C 1.207 -2.754 0.124 0.34 -0.28 0.44
C 2.258 -0.543 -1.799 0.45 0.29 0.13
C -0.164 0.623 -3.454 0.02 0.54 -0.49
C -2.909 -0.752 -2.309 -0.13 -0.03 -0.46
C -1.947 -3.098 -0.361 -0.40 -0.36 0.37
Dy -0.865 0.079 0.030 0.05 2.30 1.85
H 2.846 -0.804 -0.921 0.08 0.05 -0.02
H 2.687 -1.118 -2.634 -0.32 0.13 0.14
H 2.436 0.515 -2.001 -0.03 -0.06 -0.10
H 2.141 -2.238 0.382 -0.24 -0.16 -0.02
H 0.716 -3.025 1.065 0.08 -0.08 -0.16
H 1.499 -3.687 -0.386 -0.22 0.31 0.11
H -2.968 -2.758 -0.148 0.08 -0.10 -0.21
H -2.006 -3.947 -1.069 -0.07 0.37 0.33
H -1.549 -3.488 0.582 0.07 -0.04 -0.21
H -3.009 0.169 -2.887 0.17 -0.12 -0.06
H -3.258 -1.579 -2.941 -0.17 0.20 0.15
H -3.618 -0.659 -1.481 0.00 -0.19 0.20
H 0.561 1.430 -3.261 -0.16 -0.30 -0.02
H 0.199 0.094 -4.355 -0.20 0.18 0.39
H -1.113 1.107 -3.720 0.19 -0.17 0.06
N -1.277 1.231 7.234 -0.04 -0.55 -0.71
C -1.722 0.135 6.541 -0.41 0.29 2.36
O -2.374 -0.739 7.092 0.54 0.44 -1.22
C -1.386 0.114 5.090 0.10 -0.29 -1.08
C -0.733 1.176 4.441 0.06 0.04 -0.35
C -0.472 1.074 3.081 -0.61 -1.19 -0.03
N -0.863 -0.029 2.376 -0.26 -0.06 0.54
C -1.510 -1.068 2.992 0.55 1.22 0.12
C -1.769 -1.023 4.356 0.02 0.04 -0.52
H -1.393 1.211 8.231 -0.08 0.00 0.17
H -0.572 1.838 6.861 0.03 0.06 0.19
H -0.439 2.103 4.941 -0.16 -0.47 -0.13
H 0.027 1.849 2.489 -0.12 -0.16 0.53
H -1.817 -1.898 2.338 0.16 0.30 0.49
H -2.294 -1.860 4.806 0.12 0.29 0.29